Run 1
ORCA calculation (ωB97M-V/def2-TZVPD) on a 2-piece molecular cluster, C11H15N overall.

The gap between HOMO and LUMO is 8.94 eV. For the LUMO energy, the calculation gives 0.9 eV. Its SMILES is Cc1c[nH]c2ccccc12.CC. As for the HOMO energy: -8.05 eV. As for the spin multiplicity: 1.

Geometry (Å):
C 3.2773 -1.2087 -0.5012
C 1.8123 -0.9484 -0.4007
C 1.1276 -0.4791 -1.4704
N -0.2489 -0.2364 -1.1648
C -0.3079 -0.5022 0.1763
C -1.4306 -0.5693 1.0040
C -1.3866 -0.8511 2.3517
C -0.1461 -1.2692 2.8107
C 1.0357 -1.2602 2.1166
C 0.9400 -0.9126 0.7465
H 3.8930 -0.3063 -0.5596
H 3.4575 -1.9509 -1.2810
H 3.6975 -1.6507 0.4189
H 1.5598 -0.2083 -2.4285
H -0.8695 -0.5861 -1.8824
H -2.3840 -0.1871 0.6217
H -2.2872 -0.9866 2.9241
H -0.0050 -1.7233 3.7965
H 1.9962 -1.5489 2.4947
C -2.1165 3.9832 -2.3256
C -2.0163 2.5552 -1.7782
H -1.3159 4.6947 -2.1262
H -2.3739 3.9507 -3.3881
H -3.0684 4.4300 -2.0301
H -1.1536 2.5144 -1.0518
H -2.9267 2.2920 -1.2621
H -1.7253 1.7487 -2.4240

Mulliken atomic charge list, values in e, 4 entries:
1. C -1.379
2. C 0.640
3. C -0.658
4. N -0.088


Run 2
ORCA calculation (ωB97M-V/def2-TZVPD) on a 2-piece molecular cluster, C11H15N overall.

The gap between HOMO and LUMO is 8.85 eV. For the LUMO energy, the calculation gives 0.9 eV. Its SMILES is Cc1c[nH]c2ccccc12.CC. As for the HOMO energy: -7.93 eV. As for the spin multiplicity: 1.

Geometry (Å):
C 0.0686 2.1606 1.9460
C 0.5517 1.8060 0.6639
C 1.5809 2.0079 -0.1247
N 1.6672 1.2364 -1.3970
C 0.4845 0.4371 -1.3547
C -0.0217 -0.5148 -2.2861
C -1.3253 -1.1165 -2.1460
C -1.9069 -0.8116 -0.9972
C -1.3786 -0.0511 0.0819
C -0.2588 0.7944 -0.0780
H -0.8459 1.6245 2.1359
H -0.1912 3.3134 2.2309
H 0.7495 1.7751 2.7464
H 2.2884 2.8542 0.1054
H 2.5077 1.1539 -1.9588
H 0.4114 -0.3528 -3.2689
H -1.7629 -1.6271 -3.1188
H -2.9500 -0.9984 -0.7933
H -2.0687 -0.1343 0.9874
C 0.5808 -2.6860 1.3940
C -0.2245 -2.2740 2.6361
H 0.4573 -3.8184 1.2833
H 0.2528 -2.1284 0.3727
H 1.6171 -2.4342 1.8099
H -0.5874 -3.0653 3.2833
H -1.0444 -1.6980 2.3132
H 0.5920 -1.6321 3.2387

Mulliken atomic charge list, values in e, 4 entries:
1. C -1.206
2. C 0.533
3. C -0.481
4. N -0.127


Run 3
ORCA calculation (ωB97M-V/def2-TZVPD) on a 2-piece molecular cluster, C11H15N overall.

The gap between HOMO and LUMO is 8.77 eV. For the LUMO energy, the calculation gives 0.9 eV. Its SMILES is Cc1c[nH]c2ccccc12.CC. As for the HOMO energy: -7.84 eV. As for the spin multiplicity: 1.

Geometry (Å):
C -3.0413 -1.3553 1.0054
C -1.6743 -1.2054 0.4188
C -1.2386 -1.7078 -0.7574
N 0.1220 -1.5592 -0.9018
C 0.6081 -1.0022 0.2573
C 1.9154 -0.6990 0.5727
C 2.1766 -0.2207 1.8546
C 1.1138 0.0279 2.7118
C -0.1958 -0.2062 2.3498
C -0.4960 -0.7245 1.0837
H -3.2310 -0.5499 1.7088
H -3.1538 -2.3201 1.5005
H -3.8280 -1.3161 0.2451
H -1.8726 -2.1754 -1.5017
H 0.5828 -1.5269 -1.7980
H 2.7436 -0.9107 -0.0987
H 3.2250 -0.0693 2.0563
H 1.2748 0.3974 3.7234
H -0.9560 0.0456 3.0781
C 0.3321 2.5156 -1.7032
C 1.1574 1.7338 -2.6970
H -0.4363 1.9519 -1.1559
H 0.9376 2.9649 -0.9136
H -0.2227 3.3492 -2.1438
H 1.8664 1.0944 -2.1784
H 0.5611 1.0848 -3.3504
H 1.7298 2.3833 -3.3663

Mulliken atomic charge list, values in e, 4 entries:
1. C -1.362
2. C 0.404
3. C -0.702
4. N -0.075


Run 4
ORCA calculation (ωB97M-V/def2-TZVPD) on a 2-piece molecular cluster, C11H15N overall.

The gap between HOMO and LUMO is 8.85 eV. For the LUMO energy, the calculation gives 0.9 eV. Its SMILES is Cc1c[nH]c2ccccc12.CC. As for the HOMO energy: -7.94 eV. As for the spin multiplicity: 1.

Geometry (Å):
C -0.5222 2.1702 1.3877
C 0.4309 1.0130 1.2103
C 1.0098 0.3559 2.2627
N 1.8338 -0.6458 1.7591
C 1.8299 -0.6073 0.3834
C 2.5722 -1.3244 -0.5542
C 2.5990 -0.9340 -1.8400
C 1.7528 0.1373 -2.2849
C 0.9536 0.7686 -1.3754
C 0.9381 0.4518 0.0132
H -1.3433 2.0552 0.6888
H 0.0172 3.1022 1.2473
H -0.9662 2.0730 2.3769
H 0.8653 0.4283 3.3250
H 1.9887 -1.4979 2.2705
H 3.1086 -2.1881 -0.1613
H 3.2331 -1.2940 -2.6389
H 1.4994 0.1924 -3.3349
H 0.3040 1.5736 -1.7127
C -2.5018 -1.4214 -0.2360
C -3.0357 -0.0121 -0.5435
H -3.0867 -2.2824 -0.5606
H -1.5548 -1.5241 -0.7656
H -2.3426 -1.5709 0.8335
H -3.3786 0.1259 -1.5661
H -2.2883 0.7152 -0.2732
H -3.9163 0.1398 0.0890

Mulliken atomic charge list, values in e, 4 entries:
1. C -1.266
2. C 0.490
3. C -0.830
4. N -0.087


What are the relative energies? In eV: run 1 1.104; run 2 3.382; run 3 0.000; run 4 0.474.


Run 1
ORCA calculation (ωB97M-V/def2-TZVPD) on a 2-piece molecular cluster, C11H15N overall.

The gap between HOMO and LUMO is 8.77 eV. For the LUMO energy, the calculation gives 0.8 eV. Its SMILES is Cc1c[nH]c2ccccc12.CC. As for the HOMO energy: -7.99 eV. As for the spin multiplicity: 1.

Geometry (Å):
C 2.3301 -1.3439 -0.4105
C 0.8682 -1.2981 -0.0074
C -0.1943 -1.1440 -0.8263
N -1.3893 -1.3520 -0.0766
C -0.9678 -1.3589 1.2790
C -1.8583 -1.4099 2.3363
C -1.2364 -1.5770 3.5820
C 0.1611 -1.4631 3.6949
C 1.0332 -1.3293 2.6453
C 0.4738 -1.3315 1.3556
H 2.5989 -2.0917 -1.1574
H 2.9443 -1.3053 0.5062
H 2.6052 -0.3125 -0.6783
H 0.0379 -1.1522 -1.8719
H -2.0627 -0.6233 -0.3004
H -2.9163 -1.6186 2.2729
H -1.8033 -1.6100 4.5141
H 0.5427 -1.5149 4.7270
H 2.0800 -1.2123 2.8721
C 0.1291 2.7036 -3.4460
C -0.9653 3.4901 -2.6815
H -0.2419 1.8259 -3.9939
H 0.7082 3.3500 -4.1044
H 0.9182 2.4995 -2.6949
H -1.0462 4.5071 -3.0995
H -0.7756 3.5851 -1.6140
H -1.9734 3.0871 -2.8224

Mulliken atomic charge list, values in e, 4 entries:
1. C -1.252
2. C 0.664
3. C -0.639
4. N -0.337


Run 2
ORCA calculation (ωB97M-V/def2-TZVPD) on an isolated molecule of C11H15N.

The gap between HOMO and LUMO is 7.71 eV. For the LUMO energy, the calculation gives 0.8 eV. Its SMILES is CC(=C=N)/C(C)=C1\[C@]2(C)C[C@]12C. As for the HOMO energy: -6.90 eV. As for the spin multiplicity: 1.

Geometry (Å):
C 2.0197 -1.3501 0.9688
C 2.0001 0.0163 0.2575
C 3.0069 0.8796 0.4568
N 4.0179 1.5193 0.6715
C 0.8933 0.4627 -0.6157
C 1.1246 1.7433 -1.2676
C -0.2718 -0.1490 -0.5804
C -1.2254 -1.1278 -0.0024
C -1.4329 -1.5981 1.3975
C -2.0069 -1.3599 -1.1915
C -1.6717 0.0696 -0.8571
C -2.6289 1.1867 -0.4977
H 2.9870 -1.4249 1.4303
H 2.0020 -2.2286 0.1777
H 1.3055 -1.2478 1.7035
H 4.2173 2.2971 1.4041
H 0.4282 1.9350 -2.2692
H 2.1337 1.9358 -1.6840
H 0.8562 2.5934 -0.4886
H -1.8656 -0.7019 1.9545
H -0.6253 -2.0274 1.9319
H -2.2259 -2.4474 1.2470
H -1.3913 -1.7578 -2.0573
H -3.0154 -1.6984 -1.1701
H -2.7003 2.1103 -1.1693
H -2.2889 1.6202 0.5916
H -3.6417 0.7500 -0.3416

Mulliken atomic charge list, values in e, 4 entries:
1. C -1.552
2. C 0.414
3. C 0.307
4. N -0.598


What are the relative energies? In eV: run 1 0.000; run 2 4.568.


Run 1
ORCA calculation (ωB97M-V/def2-TZVPD) on a 2-piece molecular cluster, C5H16NO overall.

The gap between HOMO and LUMO is 11.64 eV. The charge is +1. For the LUMO energy, the calculation gives -3.3 eV. As for the HOMO energy: -14.92 eV. As for the spin multiplicity: 1.

Geometry (Å):
C 0.3071 1.2269 -0.9153
C 0.5427 0.6859 0.4898
C -0.6333 -0.1770 1.0067
C -1.9904 0.5144 0.9045
C -0.3196 -0.5977 2.4377
N -0.0204 0.1355 -1.8693
H -0.5324 1.9187 -0.8608
H 1.1798 1.7998 -1.2222
H 1.4002 0.0038 0.4574
H 0.7561 1.5197 1.1548
H -0.5949 -1.1154 0.4425
H -2.5067 0.1798 -0.0023
H -2.6337 0.0390 1.6557
H -2.0428 1.5723 1.1365
H 0.6655 -1.0740 2.4896
H -0.9687 -1.3957 2.8118
H -0.3807 0.1897 3.1869
H 0.0758 0.4169 -2.8559
H -1.0194 -0.1018 -1.8756
H 0.5743 -0.6942 -1.7713
H 3.2107 -1.4122 -1.7066
H 2.5584 -2.1316 -2.8895
O 2.3726 -1.5028 -2.2052

Mulliken atomic charge list, values in e, 4 entries:
1. C -0.784
2. C -0.835
3. C 0.980
4. C -1.502


Run 2
ORCA calculation (ωB97M-V/def2-TZVPD) on a 2-piece molecular cluster, C5H16NO overall.

The gap between HOMO and LUMO is 11.14 eV. The charge is +1. For the LUMO energy, the calculation gives -3.3 eV. As for the HOMO energy: -14.41 eV. As for the spin multiplicity: 1.

Geometry (Å):
C 1.9126 -0.2757 0.6307
C 0.5260 0.2977 0.9497
C -0.2343 1.1854 -0.1402
C 0.7902 2.0555 -0.7685
C -1.0923 0.4522 -1.2894
N -0.4724 -0.8244 1.3702
H 2.5826 0.6750 0.5915
H 2.1601 -0.8876 -0.2630
H 2.3299 -0.7322 1.5206
H 0.6439 0.9827 1.7400
H -0.8821 1.8078 0.5092
H 0.5688 3.1444 -0.4510
H 0.8704 2.2445 -1.9042
H 1.8302 1.7235 -0.7988
H -1.4728 1.3542 -2.0058
H -2.0416 -0.1691 -0.9865
H -0.4043 -0.1862 -1.7965
H -0.4259 -1.5464 0.5561
H -1.4042 -0.5315 1.5791
H 0.0511 -1.3610 2.1341
H -1.5715 -3.7798 -0.1939
H -2.6002 -2.7857 -0.5585
O -1.6642 -2.8430 -0.4247

Mulliken atomic charge list, values in e, 4 entries:
1. C -1.416
2. C -0.096
3. C 0.584
4. C -1.393


What are the relative energies? In eV: run 1 0.000; run 2 1.614.


Run 1
ORCA calculation (ωB97M-V/def2-TZVPD) on a 2-piece molecular cluster, C4H11NO2S overall.

The gap between HOMO and LUMO is 5.35 eV. The charge is -2. For the LUMO energy, the calculation gives 6.2 eV. As for the HOMO energy: 0.81 eV. As for the spin multiplicity: 1.

Geometry (Å):
C 1.3076 0.9685 1.1903
N 0.7464 -0.3471 0.7930
C -0.4842 -0.4016 0.0066
C -1.6826 -0.2340 0.7972
S -1.7731 -1.3378 2.2782
C -0.6264 0.6509 -1.2270
O -1.3334 1.7101 -1.1784
H 1.8368 1.4276 0.2886
H 2.0623 0.7708 1.9039
H 0.5089 1.6660 1.4431
H 0.4820 -0.7974 1.6600
H -0.4848 -1.3575 -0.5759
H -2.5664 -0.5681 0.1930
H -1.7996 0.8723 0.9966
H -1.1769 0.0138 -1.9399
H 0.3541 0.8157 -1.6254
H 1.7818 -1.1300 -0.9481
H 0.9913 -1.2293 -2.1711
O 1.8562 -1.4929 -1.8846

Mulliken atomic charge list, values in e, 4 entries:
1. C -0.870
2. N -0.283
3. C 0.003
4. C -0.931


Run 2
ORCA calculation (ωB97M-V/def2-TZVPD) on a 2-piece molecular cluster, C4H11NO2S overall.

The gap between HOMO and LUMO is 5.42 eV. The charge is -2. For the LUMO energy, the calculation gives 6.1 eV. As for the HOMO energy: 0.72 eV. As for the spin multiplicity: 1.

Geometry (Å):
C 0.8905 -0.4636 1.4482
N -0.4330 -0.1163 0.9003
C -0.3039 0.5004 -0.4363
C 0.5693 1.7692 -0.4013
S 0.0499 3.1474 0.6793
C 0.3518 -0.4816 -1.5092
O 1.6933 -0.5456 -1.5283
H 0.7458 -1.3521 2.0667
H 1.4467 0.2801 2.0394
H 1.5276 -0.8372 0.6348
H -0.7609 0.6476 1.5133
H -1.3067 0.7518 -0.7987
H 0.3863 2.1113 -1.4381
H 1.6172 1.5586 -0.3127
H -0.1360 -0.2026 -2.4784
H -0.1649 -1.4689 -1.2397
H -1.6641 -1.4768 0.9305
H -2.1067 -1.8835 -0.4966
O -2.4021 -1.9383 0.4269

Mulliken atomic charge list, values in e, 4 entries:
1. C -0.810
2. N -0.379
3. C -0.159
4. C -0.876


What are the relative energies? In eV: run 1 0.743; run 2 0.000.


Run 1
ORCA calculation (ωB97M-V/def2-TZVPD) on C4H7N3O as an isolated structure.

The gap between HOMO and LUMO is 9.52 eV. For the LUMO energy, the calculation gives 0.5 eV. As for the HOMO energy: -9.03 eV. As for the spin multiplicity: 1.

Geometry (Å):
C -2.8506 0.2509 0.1166
C -1.9482 -0.9976 -0.0909
C 1.0060 0.6942 0.0178
C 3.3862 0.1057 -0.0169
H -2.1799 1.1829 -0.7085
H -3.9309 -0.3520 -0.4492
H -3.0240 0.5565 1.3114
H -2.3731 -1.9796 -0.2960
H 1.1775 1.8564 0.0070
H 1.7319 -1.0422 0.0811
H 3.7033 1.1305 -0.2176
N -0.6875 -0.8973 0.1151
N -0.2206 0.4469 0.1665
N 2.0796 -0.1499 -0.2609
O 4.1303 -0.8054 0.2246

Mulliken atomic charge list, values in e, 4 entries:
1. C -0.562
2. C -0.159
3. C 0.007
4. C 0.139


Run 2
ORCA calculation (ωB97M-V/def2-TZVPD) on an isolated molecule of C4H7N3O.

The gap between HOMO and LUMO is 9.41 eV. For the LUMO energy, the calculation gives 0.7 eV. Its SMILES is C1=N\NCCO\N=C/1. As for the HOMO energy: -8.75 eV. As for the spin multiplicity: 1.

Geometry (Å):
C -1.0864 0.6560 -1.5511
N -1.1279 -0.6012 -1.3913
N -0.8692 -0.9372 0.0734
C 0.5996 -1.2467 0.3539
C 1.3359 -0.0466 1.0792
O 1.0062 0.9559 0.0701
N -0.0043 1.5839 0.5098
C -0.9092 1.6000 -0.4309
H -1.5029 0.9903 -2.4700
H -1.2519 -1.9620 0.2009
H 0.8287 -2.0103 1.0927
H 1.3506 -1.5458 -0.5185
H 2.4914 0.1012 0.9928
H 0.8761 0.1031 2.1551
H -1.7368 2.3597 -0.1660

Mulliken atomic charge list, values in e, 4 entries:
1. C -0.170
2. N -0.466
3. N -0.305
4. C -0.482


What are the relative energies? In eV: run 1 0.000; run 2 1.615.